[1]
{"formula": "C4H14N2O", "method": "ωB97M-V/def2-TZVPD", "smiles": "C[C@H](N)CCN.O", "charge": 0, "symbols": ["C", "C", "C", "C", "N", "N", "H", "H", "H", "H", "H", "H", "H", "H", "H", "H", "H", "H", "H", "H", "O"], "coordinates": [[-2.41139, -0.40648, 0.11413], [-1.02275, 0.20269, -0.06403], [-0.39354, -0.23633, -1.36998], [1.09847, 0.13740, -1.48080], [1.93518, -0.68049, -0.65502], [-1.14807, 1.65252, -0.00260], [-2.79177, -0.28828, 1.12627], [-2.43691, -1.46585, -0.16165], [-3.13298, 0.08483, -0.56138], [-0.44983, -0.21877, 0.76624], [-0.46427, -1.32250, -1.44060], [-0.85752, 0.26626, -2.21354], [1.17603, 1.17490, -1.14122], [1.38918, 0.15253, -2.53592], [2.68363, -0.26275, -0.12565], [1.47367, -1.29168, 0.00467], [-0.27978, 2.07347, 0.31302], [-1.82993, 1.90818, 0.70538], [2.61557, -1.27087, 2.81084], [2.10453, 0.11016, 3.24662], [2.74249, -0.31893, 2.66523]], "atomic_forces_ev_per_a": [[-0.56, 0.10, -0.85], [-0.79, -0.57, 0.20], [1.18, 0.17, -0.03], [-0.70, 0.89, 0.58], [0.78, -1.35, 0.43], [0.20, 0.36, 0.40], [0.06, -0.02, 0.15], [0.16, 0.09, 0.24], [0.25, -0.04, 0.17], [0.46, 0.13, 0.10], [-0.18, -0.08, -0.30], [-0.56, -0.20, -0.03], [0.01, 0.25, -0.23], [0.15, -0.33, 0.09], [-0.06, 0.52, -0.28], [-0.38, 0.12, -0.31], [0.01, 0.01, -0.19], [-0.02, -0.04, -0.10], [0.07, 0.47, -0.03], [0.07, -0.06, -0.05], [-0.12, -0.42, 0.07]]}

---

[2]
{"formula": "C4H14N2O", "method": "ωB97M-V/def2-TZVPD", "smiles": "CCCNCN.O", "charge": 0, "symbols": ["C", "C", "C", "N", "C", "N", "H", "H", "H", "H", "H", "H", "H", "H", "H", "H", "H", "H", "H", "H", "O"], "coordinates": [[-2.18032, 0.15293, -0.31458], [-1.36526, 1.40345, -0.62770], [-0.19133, 1.54729, 0.32147], [0.79431, 0.51421, 0.08347], [1.87244, 0.34601, 1.01986], [2.23506, -1.03180, 1.11015], [-2.96562, 0.37670, 0.41093], [-1.59243, -0.69754, 0.02468], [-2.68990, -0.19683, -1.21345], [-0.98813, 1.37165, -1.64423], [-2.00786, 2.27574, -0.51243], [-0.57520, 1.44499, 1.33832], [0.26423, 2.54462, 0.29776], [0.95992, 0.22307, -0.86434], [2.77928, 0.87032, 0.68989], [1.50476, 0.79970, 1.94754], [1.50712, -1.63992, 1.45430], [3.11150, -1.19166, 1.57834], [-0.55256, -3.60368, -2.06625], [-0.08045, -2.53806, -1.10211], [0.16043, -2.97122, -1.93161]], "atomic_forces_ev_per_a": [[-0.59, -0.11, -0.50], [0.17, -0.14, 0.47], [0.50, -0.02, 0.04], [-0.63, -0.51, 0.52], [-0.26, 0.53, -0.57], [0.21, -0.70, -0.29], [0.16, -0.13, 0.13], [0.23, 0.18, 0.20], [-0.13, 0.04, -0.04], [0.00, 0.10, -0.29], [0.02, 0.10, -0.23], [0.03, -0.15, 0.22], [-0.16, 0.22, -0.30], [0.17, 0.22, -0.11], [0.05, 0.19, 0.28], [0.19, 0.05, 0.16], [-0.02, 0.12, 0.17], [0.02, -0.05, 0.13], [0.05, -0.03, -0.11], [0.21, 0.06, -0.11], [-0.23, 0.03, 0.24]]}

---

[3]
{"formula": "C4H14N2O", "method": "ωB97M-V/def2-TZVPD", "smiles": "CC[C@@H](N)CN.O", "charge": 0, "symbols": ["N", "C", "C", "C", "C", "N", "H", "H", "H", "H", "H", "H", "H", "H", "H", "H", "H", "H", "H", "H", "O"], "coordinates": [[1.22385, 0.56202, 0.04780], [-0.34469, -1.87878, -1.28461], [-0.76875, -0.41922, -1.28713], [-0.22963, 0.30546, -0.06288], [-0.87281, 1.70964, 0.14648], [-0.04498, 2.82254, -0.35738], [1.81526, -0.25254, -0.04722], [1.31525, 0.86380, 0.99626], [-0.82885, -2.54591, -0.57748], [0.71748, -2.00613, -1.02217], [-0.29435, -2.22380, -2.32389], [-0.59116, 0.10952, -2.22469], [-1.85822, -0.37835, -1.17876], [-0.58174, -0.27500, 0.80087], [-1.00869, 1.91996, 1.20739], [-1.85921, 1.69729, -0.32906], [-0.54223, 3.62490, -0.66251], [0.50314, 2.44181, -1.11596], [0.69792, -1.85207, 3.24901], [2.11064, -2.15548, 3.35596], [1.44175, -2.06966, 2.66998]], "atomic_forces_ev_per_a": [[-0.51, -0.67, -0.79], [1.80, -0.05, -1.02], [-0.32, 0.04, 0.78], [-0.01, 1.22, 0.70], [-0.25, 0.63, -0.26], [0.66, -1.35, 0.03], [-0.29, -0.32, -0.01], [0.59, 0.41, 0.51], [-0.62, 0.10, -0.29], [-0.07, 0.45, 0.19], [-0.76, -0.53, 0.28], [0.52, -0.12, -0.03], [0.02, -0.04, 0.00], [0.02, -0.22, -0.05], [-0.19, -0.33, 0.19], [-0.12, -0.04, 0.15], [-0.73, 0.45, -0.26], [0.28, 0.36, -0.10], [-0.32, 0.02, -0.52], [0.58, -0.16, -0.27], [-0.26, 0.16, 0.77]]}

---

[4]
{"formula": "C4H14N2O", "method": "ωB97M-V/def2-TZVPD", "smiles": "CNC[C@H](C)N.O", "charge": 0, "symbols": ["N", "C", "C", "C", "N", "C", "H", "H", "H", "H", "H", "H", "H", "H", "H", "H", "H", "H", "H", "H", "O"], "coordinates": [[-0.20575, 1.68359, 0.25132], [0.87455, 0.68013, 0.03210], [1.77347, 0.68450, 1.28863], [0.35631, -0.70976, -0.42380], [-0.48260, -0.49150, -1.62891], [-0.85989, -1.80121, -2.17712], [-1.05360, 1.55796, -0.26057], [0.16118, 2.62237, 0.20144], [1.41758, 1.11225, -0.81032], [2.09236, 1.70740, 1.48944], [1.12733, 0.23209, 2.04320], [2.70802, 0.15727, 1.12253], [1.24902, -1.27627, -0.66810], [-0.22400, -1.14809, 0.39115], [-1.33273, -0.02873, -1.34886], [-0.06556, -2.19147, -2.81857], [-1.66556, -1.66687, -2.90990], [-1.20825, -2.56394, -1.48006], [-1.23916, 0.92589, 1.97037], [-1.66748, -0.21157, 2.97063], [-1.75525, 0.72598, 2.76539]], "atomic_forces_ev_per_a": [[0.24, -1.07, 1.40], [0.17, 1.09, -0.61], [-0.77, -0.21, -1.17], [-0.31, 2.52, 0.01], [0.57, -1.54, 0.52], [-0.45, 0.46, -1.47], [-0.07, 0.21, -0.58], [-0.29, -0.04, -0.14], [0.51, -0.56, -0.21], [-0.44, 0.02, 0.41], [0.64, 0.27, 0.58], [-0.08, -0.54, 0.06], [-0.16, -0.41, -0.08], [0.11, -0.44, 0.13], [-0.15, 0.07, 0.08], [0.28, -0.12, 0.49], [-0.09, 0.14, 0.26], [0.20, 0.02, 0.36], [0.22, 0.02, -0.07], [0.11, 0.19, -0.22], [-0.25, -0.08, 0.26]]}

---

[5]
{"formula": "C4H14N2O", "method": "ωB97M-V/def2-TZVPD", "smiles": "NCCCCN.O", "charge": 0, "symbols": ["C", "C", "C", "C", "N", "N", "H", "H", "H", "H", "H", "H", "H", "H", "H", "H", "H", "H", "H", "H", "O"], "coordinates": [[0.26707, 0.84426, 0.65552], [1.09285, -0.42011, 1.03157], [0.28666, -1.77468, 0.65350], [0.32767, -2.06268, -0.86600], [-0.24792, -3.30895, -1.37352], [-0.70536, 1.32256, 1.69250], [-0.26534, 0.62939, -0.33951], [0.86542, 1.72289, 0.49226], [1.30583, -0.55083, 2.06865], [2.01575, -0.45475, 0.41157], [0.84063, -2.64719, 1.02809], [-0.83565, -2.00959, 0.91591], [1.40238, -2.11710, -1.07846], [0.01979, -1.23257, -1.55320], [-1.19290, -3.17623, -1.75082], [0.29387, -3.52505, -2.27768], [-1.17273, 2.22713, 1.34224], [-0.47476, 1.53920, 2.70709], [-1.11292, 4.69788, -0.56147], [-1.02158, 5.42519, -1.92130], [-1.68877, 4.87122, -1.27694]], "atomic_forces_ev_per_a": [[-0.40, 0.17, 0.53], [-2.30, -1.33, -1.75], [-1.33, -0.90, -0.99], [1.17, 1.32, -1.21], [0.60, -0.72, -1.89], [-1.83, 1.52, 0.18], [0.38, 0.35, 1.66], [1.11, -0.03, -0.59], [0.40, 0.57, 0.77], [-0.47, 0.08, 0.57], [-0.13, 0.33, 0.43], [2.05, 1.36, 0.35], [0.03, -0.15, -0.11], [-0.13, -0.05, 1.00], [0.28, 0.13, 0.59], [-0.98, 0.19, 1.94], [0.96, -2.06, 0.65], [0.57, -0.79, -2.13], [0.89, -0.42, 1.43], [-2.70, -2.08, 2.30], [1.82, 2.50, -3.72]]}

---

[6]
{"formula": "C4H14N2O", "method": "ωB97M-V/def2-TZVPD", "smiles": "CNCCNC.O", "charge": 0, "symbols": ["C", "N", "C", "C", "N", "C", "H", "H", "H", "H", "H", "H", "H", "H", "H", "H", "H", "H", "H", "H", "O"], "coordinates": [[2.77767, 0.67822, 0.07374], [1.54285, 0.15156, 0.77343], [0.55587, -0.32229, -0.21888], [-0.91595, -0.52870, 0.45153], [-1.35111, 0.84226, 0.83479], [-2.46946, 0.78126, 1.76555], [3.36204, -0.12853, -0.53445], [3.54142, 0.98704, 0.88762], [2.44837, 1.48595, -0.64956], [1.16580, 1.00446, 1.34244], [0.23388, 0.42035, -1.08824], [0.96344, -1.33849, -0.66570], [-1.45890, -0.82379, -0.43156], [-1.05277, -1.26948, 1.19371], [-0.43327, 1.23040, 0.94431], [-2.64815, 1.88344, 2.07580], [-3.34926, 0.44711, 1.25277], [-2.26683, 0.11795, 2.67158], [-0.08237, -2.60120, -3.47967], [0.07679, -1.19548, -3.50752], [-0.64005, -1.82205, -3.69170]], "atomic_forces_ev_per_a": [[0.68, -0.63, 0.32], [0.21, 1.87, -0.36], [-1.52, -1.08, -0.03], [1.60, 1.85, -2.80], [-0.02, -2.77, -1.27], [1.60, 2.51, 1.67], [-1.46, 1.11, 1.05], [-1.40, 0.00, -1.48], [0.89, -0.55, 0.82], [0.92, -2.15, -1.36], [1.28, -1.18, 1.42], [-0.90, 2.11, 0.79], [-0.70, -0.45, -0.21], [0.38, -0.74, 1.14], [-0.81, 1.48, 1.54], [-0.02, -1.92, -0.05], [-0.39, -0.30, -0.34], [-0.34, 0.84, -0.89], [-1.07, -0.10, -0.32], [-0.61, 0.72, -0.21], [1.67, -0.60, 0.56]]}

---

Asked for total energy across the records above, the calculation gives -9402.542; -9402.357; -9402.106; -9402.245; -9400.852; -9400.309 eV in order.
Asked for ΔE to the lowest compared entry with this formula, charge and spin across the records above, the calculation gives 24.6; 28.8; 34.6; 31.4; 63.5; 76.1 kcal per mole in order.
Asked for orbital gap across the records above, the calculation gives 9.179; 9.279; 9.277; 10.253; 9.426; 9.458 eV in order.